{
  "formula": "H5NS",
  "method": "ωB97M-V with the def2-TZVPD basis set",
  "elements": ["N", "H", "H", "H", "S", "H", "H"],
  "positions_angstrom": [[-0.898, 1.545, 0.560], [-1.831, 2.116, 0.367], [0.878, -2.764, 0.341], [-0.058, 2.018, 0.275], [1.686, -2.307, -0.695], [1.247, -1.121, -1.164], [-1.024, 0.513, 0.316]],
  "forces_ev_per_angstrom": [[-3.511, -0.418, -0.080], [3.081, -1.780, 0.331], [0.155, 1.260, -1.032], [-0.122, -0.271, -0.421], [0.540, -0.988, 0.231], [-0.700, -0.261, 0.800], [0.556, 2.458, 0.170]],
  "smiles": "N.S",
  "lumo_energy_ev": 0.681
}